Entry 1:
Density functional theory data (wB97M-V/def2-TZVPD) for a structure of composition C19H19F3IrN4O7 at a distorted geometry.

Results
Total charge ... 0
Total energy ... -51294.8668 eV
ΔE to the lowest compared entry with this formula, charge and spin ... 15.78 kcal/mol
Multiplicity ... 2
Molar mass ... 664.59 g/mol
Frontier orbital gap (alpha / beta) ... 6.812 / 6.996 eV
Lowest unoccupied orbital energy (alpha / beta) ... -0.71 / -1.03 eV
Maximum force ... 2.1 eV/A

The geometry in XYZ format:
```
53
C19H19F3IrN4O7 wB97M-V/def2-TZVPD
Ir 0.300 -0.404 0.162
C -3.047 -0.448 0.289
C -2.309 -1.463 0.913
C -1.212 -0.847 1.688
C -1.292 0.550 1.442
C -2.481 0.773 0.602
C -2.942 2.117 0.147
C -0.791 1.647 2.323
C -0.593 -1.540 2.865
C -2.578 -2.919 0.787
C -4.183 -0.684 -0.659
H -4.015 2.114 -0.047
H -2.435 2.430 -0.770
H -2.733 2.884 0.894
H -1.627 2.007 2.929
H -0.419 2.484 1.731
H -0.001 1.317 2.992
H -0.347 -2.575 2.627
H -1.298 -1.540 3.701
H 0.320 -1.046 3.192
H -3.635 -3.132 0.965
H -1.984 -3.517 1.476
H -2.351 -3.248 -0.233
H -5.140 -0.753 -0.135
H -4.039 -1.611 -1.216
H -4.265 0.123 -1.389
O -1.915 1.195 -5.274
C -1.585 0.887 -4.166
C -1.611 -0.522 -3.551
O -2.147 -1.502 -4.004
C -0.897 -0.372 -2.280
C -0.602 0.934 -2.017
O -0.033 1.287 -0.867
C -1.045 1.830 -3.079
O -1.033 3.038 -3.111
O -0.625 -1.305 -1.396
N 5.856 2.164 1.460
C 4.673 1.668 1.068
N 4.297 1.825 -0.204
N 3.937 1.080 2.005
C 2.725 0.725 1.706
N 1.633 0.384 1.506
H 6.557 2.436 0.795
H 6.133 1.995 2.411
H 4.941 2.213 -0.872
H 3.550 1.259 -0.582
F 3.750 -3.569 -0.842
C 3.699 -2.289 -1.180
F 4.750 -1.660 -0.609
F 3.831 -2.185 -2.502
C 2.407 -1.603 -0.700
O 1.650 -2.210 0.092
O 2.198 -0.421 -1.082
```

These are the Löwdin partial charges, in e, on atoms 1 to 8: atom 1 (Ir): 1.548, atom 2 (C): -0.214, atom 3 (C): -0.181, atom 4 (C): -0.353, atom 5 (C): -0.322, atom 6 (C): -0.179, atom 7 (C): 0.001, atom 8 (C): -0.045

---

Entry 2:
Density functional theory data (wB97M-V/def2-TZVPD) for a structure of composition C36H45Br2FN8O5S2Sb2W at a distorted geometry.

Results
Total charge ... +2
Total energy ... -239579.6290 eV
ΔE to the lowest compared entry with this formula, charge and spin ... 2.50 kcal/mol
Multiplicity ... 3
Molar mass ... 1340.11 g/mol
Frontier orbital gap (alpha / beta) ... 5.996 / 5.420 eV
Lowest unoccupied orbital energy (alpha / beta) ... -5.88 / -6.46 eV
Maximum force ... 3.0 eV/A

The geometry in XYZ format:
```
102
C36H45Br2FN8O5S2Sb2W wB97M-V/def2-TZVPD
W -1.150 0.690 -0.620
C -3.054 -2.008 -1.564
C -3.485 -0.796 -2.333
C -4.547 -0.805 -3.242
C -4.825 0.353 -3.944
C -4.049 1.510 -3.767
C -4.276 2.757 -4.377
Br -5.637 2.855 -5.733
C -3.767 3.897 -3.855
C -2.922 3.858 -2.733
Br -2.441 5.450 -1.816
C -2.493 2.656 -2.218
O -1.619 2.474 -1.215
C -3.030 1.430 -2.788
N -2.712 0.316 -2.155
H -3.736 -2.847 -1.674
H -2.988 -1.790 -0.497
H -2.113 -2.302 -1.992
H -5.191 -1.656 -3.297
H -5.678 0.401 -4.596
H -4.232 4.788 -4.288
C 4.725 -1.591 3.875
Sb 2.801 -1.094 3.149
C 1.682 -2.579 4.212
C 2.949 0.725 4.627
C 1.870 1.666 5.008
C 1.296 1.446 6.287
C 0.302 2.267 6.749
C -0.166 3.292 5.976
C 0.356 3.488 4.713
C 1.343 2.627 4.209
C 1.831 2.630 2.759
Sb 0.625 2.378 1.001
C 2.314 3.119 -0.180
C -0.386 4.200 1.069
H 4.589 -1.672 4.968
H 5.387 -0.749 3.658
H 5.169 -2.508 3.436
H 0.701 -2.227 4.512
H 2.086 -3.020 5.140
H 1.546 -3.391 3.509
H 3.796 1.270 4.072
H 3.289 0.225 5.547
H 1.769 0.653 6.896
H -0.147 2.120 7.715
H -0.939 3.933 6.353
H -0.008 4.191 4.054
H 2.645 1.941 2.599
H 2.332 3.536 2.511
H 3.051 3.298 0.622
H 1.945 4.032 -0.684
H 2.663 2.414 -0.923
H -0.904 4.132 0.124
H 0.393 4.934 1.071
H -1.056 4.244 1.926
F -0.683 -5.214 -3.590
C 0.221 -4.876 -2.718
C -0.161 -4.217 -1.653
N 0.741 -3.720 -0.708
C 0.146 -2.986 0.351
C -0.385 -1.597 -0.025
O -0.844 -0.797 0.902
O -0.152 -1.140 -1.163
C 2.100 -3.758 -0.909
O 2.866 -3.169 -0.208
N 2.481 -4.424 -2.113
C 1.655 -5.108 -2.975
O 2.090 -5.830 -3.844
H -1.196 -4.084 -1.452
H 0.966 -2.618 1.017
H -0.550 -3.605 0.911
H 3.482 -4.608 -2.173
S -3.182 1.223 0.797
C -3.821 -0.047 1.789
N -5.126 -0.133 1.834
C -5.616 -1.409 2.446
C -4.511 -1.802 3.418
S -2.942 -1.155 2.793
H -5.615 0.362 1.117
H -5.715 -2.198 1.739
H -6.543 -1.260 2.993
H -4.423 -2.883 3.578
H -4.663 -1.348 4.413
C 3.880 -1.134 -2.478
C 3.608 -0.792 -3.926
C 2.540 -1.699 -4.552
C 3.443 0.698 -4.233
N 2.255 1.400 -3.582
C 1.843 2.698 -3.535
N 0.771 2.738 -2.770
N 0.528 1.447 -2.472
N 1.412 0.666 -2.905
H 4.117 -2.180 -2.248
H 3.076 -0.847 -1.860
H 4.687 -0.546 -2.068
H 4.516 -1.130 -4.478
H 1.630 -1.626 -3.955
H 2.920 -2.747 -4.568
H 2.290 -1.358 -5.514
H 3.335 0.768 -5.354
H 4.298 1.331 -3.943
H 2.325 3.557 -3.982
```

These are the Löwdin partial charges, in e, on atoms 1 to 8: atom 1 (W): 1.400, atom 2 (C): -0.012, atom 3 (C): -0.245, atom 4 (C): 0.029, atom 5 (C): 0.026, atom 6 (C): -0.176, atom 7 (C): -0.576, atom 8 (Br): 0.831